Entry 1:
C30H40BrIrN4O4S as an isolated structure, computed with wB97M-V/def2-TZVPD.

Kohn-Sham gap (alpha / beta), eV: 6.6 / 5.9
Energy relative to the best compared isomer or geometry (same formula, charge and spin), eV: 2.436
Total charge: +1
HOMO energy (alpha / beta), hartree: -0.394 / -0.392
Multiplicity: 2

Last column: Löwdin spin population.
Element x y z (Å)
Ir  -0.95  -0.41  -0.97  0.728
C  -3.45  -5.21  -1.94  0.001
N  -2.27  -4.38  -1.72  0.003
C  -0.98  -5.03  -1.98  0.000
C  -2.34  -3.10  -1.45  0.005
O  -1.28  -2.42  -1.36  0.027
C  -3.71  -2.46  -1.25  0.001
O  -3.60  -1.08  -1.04  0.022
C  -4.09  -0.60  0.19  0.001
C  -3.10  -0.87  1.33  0.001
O  -1.96  -1.26  1.07  0.006
N  -3.53  -0.69  2.58  0.001
C  -4.83  -0.12  2.92  0.000
C  -2.61  -0.88  3.70  0.000
H  -3.22  -6.23  -1.63  0.000
H  -4.30  -4.87  -1.35  0.000
H  -3.72  -5.21  -3.00  0.000
H  -0.97  -5.99  -1.48  0.000
H  -0.85  -5.17  -3.05  0.000
H  -0.18  -4.41  -1.59  0.000
H  -4.31  -2.64  -2.15  0.000
H  -4.20  -2.96  -0.41  0.000
H  -4.20  0.48  0.07  0.000
H  -5.07  -1.02  0.40  0.000
H  -5.61  -0.45  2.25  0.000
H  -5.10  -0.46  3.92  0.000
H  -4.79  0.97  2.93  0.000
H  -1.65  -1.21  3.33  0.000
H  -2.49  0.06  4.23  0.000
H  -3.02  -1.62  4.39  0.000
C  5.87  2.83  0.78  0.000
C  5.52  1.41  1.25  0.000
C  5.82  1.27  2.74  0.000
C  6.39  0.42  0.48  0.000
C  4.03  1.17  1.01  -0.002
C  3.56  0.15  0.20  0.002
C  2.19  0.03  0.03  0.002
Br  1.50  -1.39  -1.04  0.062
C  1.25  0.86  0.59  0.003
O  -0.08  0.68  0.40  0.009
C  1.71  1.87  1.48  -0.001
C  3.08  1.98  1.63  0.001
C  0.74  2.73  2.30  0.000
C  1.49  3.69  3.22  0.000
C  -0.16  3.57  1.39  0.001
C  -0.13  1.82  3.18  0.000
H  6.93  3.02  0.94  0.000
H  5.31  3.59  1.33  0.000
H  5.66  2.95  -0.28  0.000
H  6.88  1.44  2.93  0.000
H  5.57  0.27  3.10  0.000
H  5.26  1.99  3.34  0.000
H  7.44  0.63  0.68  0.000
H  6.23  0.48  -0.60  0.000
H  6.20  -0.61  0.80  0.000
H  4.22  -0.54  -0.30  0.001
H  3.45  2.75  2.29  0.000
H  2.11  4.40  2.67  0.000
H  2.13  3.15  3.94  0.000
H  0.77  4.26  3.80  0.000
H  0.43  4.18  0.70  0.000
H  -0.77  4.24  2.00  0.000
H  -0.83  2.94  0.81  0.000
H  0.49  1.23  3.86  0.000
H  -0.72  1.14  2.58  0.000
H  -0.80  2.44  3.78  0.000
N  -1.05  -0.69  -8.44  0.004
C  -1.01  -0.59  -7.30  0.001
C  -0.95  -0.49  -5.87  0.007
C  -1.68  0.48  -5.20  -0.002
C  -1.63  0.58  -3.81  0.006
C  -0.85  -0.28  -3.05  -0.014
C  -0.14  -1.27  -3.75  0.004
C  -0.18  -1.38  -5.13  -0.002
H  -2.30  1.18  -5.75  0.000
H  -2.25  1.34  -3.37  0.000
H  0.45  -2.01  -3.24  0.000
H  0.39  -2.15  -5.62  0.000
S  -1.42  3.82  -1.98  0.064
C  -1.74  2.38  -1.42  0.018
N  -1.99  1.28  -1.03  0.043


Entry 2:
C30H40BrN8O2PtSi as an isolated structure, computed with wB97M-V/def2-TZVPD.

Kohn-Sham gap, eV: 6.3
Energy relative to the best compared isomer or geometry (same formula, charge and spin), eV: 0.000
Total charge: +3
HOMO energy, hartree: -0.575

Last column: Löwdin charge in e.
Element x y z (Å)
Pt  -0.14  -0.34  -0.04  1.269
C  -1.90  0.70  2.47  -0.083
N  -0.88  1.41  1.72  -0.094
C  0.29  1.89  2.44  -0.089
C  1.46  0.97  2.24  -0.274
N  1.47  0.02  1.32  -0.013
C  2.70  -0.63  1.43  -0.225
C  3.21  -1.74  0.75  -0.043
C  4.47  -2.17  1.11  -0.051
C  5.21  -1.53  2.12  -0.041
C  4.70  -0.45  2.81  0.024
C  3.43  -0.02  2.45  -0.161
N  2.61  0.99  2.94  0.203
C  -1.76  -0.80  2.32  -0.252
N  -0.87  -1.39  1.53  -0.042
C  -1.00  -2.77  1.71  -0.224
C  -0.28  -3.83  1.19  -0.033
C  -0.62  -5.09  1.63  -0.050
C  -1.65  -5.30  2.56  -0.033
C  -2.37  -4.24  3.09  0.026
C  -2.01  -2.97  2.65  -0.154
N  -2.47  -1.70  3.00  0.211
H  -2.90  0.99  2.13  0.149
H  -1.85  0.94  3.54  0.143
H  -1.27  2.15  1.16  0.118
H  0.10  1.98  3.52  0.141
H  0.55  2.88  2.08  0.147
H  2.62  -2.27  0.01  0.097
H  4.90  -3.04  0.62  0.119
H  6.19  -1.90  2.37  0.124
H  5.27  0.03  3.60  0.130
H  2.82  1.61  3.70  0.189
H  0.52  -3.67  0.48  0.104
H  -0.08  -5.95  1.26  0.124
H  -1.89  -6.30  2.88  0.126
H  -3.15  -4.40  3.83  0.131
H  -3.16  -1.50  3.71  0.193
N  2.87  1.29  -4.15  0.073
C  3.31  1.84  -2.82  -0.072
C  2.22  1.57  -1.79  -0.169
N  1.86  0.15  -1.66  -0.075
C  1.56  -0.43  -2.97  -0.196
C  2.63  -0.19  -4.03  -0.070
H  3.58  1.49  -4.87  0.196
H  2.02  1.77  -4.45  0.189
H  3.49  2.91  -2.93  0.149
H  4.25  1.35  -2.58  0.146
H  1.32  2.13  -2.02  0.090
H  2.59  1.92  -0.82  0.137
H  2.62  -0.35  -1.21  0.090
H  0.61  -0.02  -3.31  0.118
H  1.43  -1.51  -2.87  0.105
H  2.32  -0.56  -5.01  0.148
H  3.59  -0.63  -3.77  0.148
Br  -4.39  4.11  -6.09  0.849
C  -3.00  4.02  -4.84  -0.657
C  -2.08  5.07  -4.74  -0.128
N  -1.08  5.09  -3.87  0.100
C  -0.95  4.05  -3.05  -0.085
C  -1.79  2.94  -3.10  -0.123
C  -2.85  2.93  -4.01  -0.029
C  -1.52  1.81  -2.21  -0.456
O  -2.28  0.72  -2.40  0.092
O  -0.63  1.80  -1.37  -0.042
H  -2.17  5.93  -5.39  0.122
H  -0.15  4.11  -2.32  0.118
H  -3.53  2.09  -4.07  0.124
C  -1.54  -4.42  -1.84  -0.151
Si  -1.60  -2.71  -2.56  0.478
C  -0.59  -2.63  -4.12  -0.177
C  -3.37  -2.25  -2.98  -0.150
C  -1.25  -1.46  -1.10  -0.233
H  -2.02  -5.07  -2.57  0.062
H  -2.08  -4.51  -0.89  0.038
H  -0.52  -4.79  -1.68  0.043
H  -1.10  -3.32  -4.81  0.060
H  0.43  -2.99  -4.03  0.033
H  -0.60  -1.66  -4.61  0.036
H  -3.72  -2.99  -3.70  0.060
H  -3.45  -1.27  -3.44  0.032
H  -4.04  -2.28  -2.13  0.052
H  -1.95  -1.93  -0.39  0.007
H  -1.92  0.06  -1.76  0.013


Entry 3:
C30H40Cl2N4OPPd as an isolated structure, computed with wB97M-V/def2-TZVPD.

Kohn-Sham gap (alpha / beta), eV: 8.2 / 6.2
Energy relative to the best compared isomer or geometry (same formula, charge and spin), eV: 0.072
Total charge: +1
HOMO energy (alpha / beta), hartree: -0.367 / -0.390
Multiplicity: 5

Last column: Löwdin spin population.
Element x y z (Å)
Pd  0.08  -0.30  0.37  1.028
C  -2.57  -4.13  -1.55  0.007
C  -1.97  -3.18  -0.51  0.021
C  -2.96  -2.83  0.61  0.002
P  -1.17  -1.64  -1.11  0.107
C  -0.30  -2.13  -2.66  0.017
C  0.81  -3.12  -2.32  0.002
C  0.26  -0.90  -3.38  0.000
C  -2.45  -0.43  -1.61  0.109
C  -3.63  -0.79  -2.25  -0.002
C  -4.62  0.14  -2.57  0.112
C  -5.89  -0.28  -3.26  0.020
C  -4.40  1.48  -2.23  -0.014
C  -3.24  1.87  -1.61  0.092
C  -2.21  0.94  -1.31  0.024
N  -1.06  1.33  -0.68  0.498
C  -0.68  2.68  -0.67  0.038
C  -0.60  3.43  -1.87  0.062
C  -0.65  2.80  -3.24  0.006
C  -0.31  4.78  -1.80  -0.006
C  -0.10  5.44  -0.59  0.064
C  0.20  6.91  -0.54  0.011
C  -0.14  4.68  0.57  -0.007
C  -0.40  3.32  0.57  0.059
C  -0.45  2.60  1.89  0.010
H  -2.87  -5.05  -1.05  0.001
H  -1.84  -4.39  -2.33  0.000
H  -3.45  -3.72  -2.04  0.000
H  -1.12  -3.68  -0.05  0.002
H  -3.76  -2.19  0.26  0.000
H  -2.45  -2.33  1.44  0.001
H  -3.41  -3.74  1.01  0.000
H  -1.04  -2.61  -3.31  0.003
H  1.57  -2.64  -1.70  0.000
H  1.30  -3.47  -3.24  0.000
H  0.44  -4.00  -1.79  0.000
H  0.88  -0.31  -2.70  0.001
H  -0.53  -0.27  -3.78  0.000
H  0.89  -1.22  -4.22  0.000
H  -3.80  -1.83  -2.50  -0.002
H  -5.90  -1.34  -3.48  0.000
H  -6.02  0.27  -4.19  0.006
H  -6.76  -0.06  -2.63  0.006
H  -5.17  2.21  -2.44  -0.003
H  -3.09  2.91  -1.33  0.004
H  0.23  2.18  -3.39  0.002
H  -0.64  3.58  -4.01  0.000
H  -1.53  2.19  -3.42  0.002
H  -0.22  5.35  -2.72  -0.001
H  -0.10  7.41  -1.46  0.000
H  1.27  7.08  -0.40  0.005
H  -0.31  7.39  0.29  0.002
H  0.04  5.16  1.53  -0.001
H  -0.16  3.28  2.69  0.000
H  0.24  1.77  1.92  0.005
H  -1.45  2.22  2.11  0.002
C  -2.94  0.14  5.48  0.000
N  -1.80  -0.24  4.68  0.001
C  -1.74  -0.23  3.33  0.001
N  -2.86  0.19  2.67  0.001
O  -0.71  -0.57  2.72  0.012
H  -2.61  0.26  6.51  0.000
H  -3.74  -0.60  5.46  0.000
H  -3.34  1.10  5.16  0.000
H  -0.96  -0.58  5.12  0.000
H  -3.75  0.26  3.13  0.000
H  -2.85  0.09  1.67  0.001
Cl  1.46  -2.34  1.38  0.101
C  2.96  -1.97  0.58  0.134
C  3.99  -2.86  0.61  -0.013
C  5.20  -2.53  -0.01  0.149
C  5.35  -1.29  -0.64  -0.018
C  4.32  -0.39  -0.65  0.141
Cl  4.49  1.13  -1.43  0.042
C  3.06  -0.69  -0.04  0.103
N  2.07  0.20  -0.03  1.045
H  3.87  -3.81  1.12  -0.001
H  6.02  -3.23  0.00  0.009
H  6.28  -1.03  -1.13  -0.002